Record 1
ORCA calculation (ωB97M-V/def2-TZVPD) on a molecular structure, C42H42ClO8P2S3W at a distorted geometry.

- 2S+1: 2
- Total charge: +2
- HOMO (spin up / spin down): -13.63 / -13.64 eV
- Kohn-Sham gap (spin up / spin down): 6.785 / 6.895 eV
- ⟨S²⟩: 0.76
- ΔE to the lowest compared entry with this formula, charge and spin: 2.560 eV

The geometry in XYZ format:
```
99
Properties=species:S:1:pos:R:3:forces:R:3:mulliken_spin:R:1
W 1.11470 -0.11006 0.37311 -1.0226 0.6650 -1.1508 0.85
O 3.52505 -1.39195 0.95120 0.6034 -3.0817 -0.1579 0.03
C 3.40663 -0.22354 1.00854 1.2682 2.2678 -0.2519 -0.02
O 2.90367 0.46445 -0.05441 0.4613 -0.2808 0.8510 0.05
C 3.69031 0.56664 2.23296 -0.3852 0.4430 0.5749 0.04
C 3.09927 1.97037 2.06366 -0.1991 -0.1612 0.6483 -0.01
C 3.41333 2.86433 3.24399 -0.0872 0.0350 0.3036 0.00
C 2.47593 2.28866 4.34522 0.1952 0.1851 -0.1065 0.00
C 1.81920 1.13155 3.62000 0.0469 0.1418 -0.2280 0.01
O 1.66692 1.64551 2.24778 0.6143 -0.0988 -0.2537 -0.01
C 2.82547 -0.02236 3.43058 0.0813 0.4502 -0.5267 -0.03
C 2.01450 -1.23639 3.07246 -0.3240 0.9768 -0.8036 0.02
O 2.02705 -2.29827 3.55785 -0.0456 -0.9921 0.3994 0.01
O 1.04480 -0.88073 2.10150 0.3105 -0.1953 -0.0098 0.07
H 4.75904 0.54118 2.43295 0.0510 -0.0222 0.0980 0.00
H 3.24972 2.41821 1.10066 0.0063 0.0844 -0.3829 0.00
H 3.16671 3.89681 3.00474 0.0063 -0.0047 0.0686 0.00
H 4.47179 2.81966 3.51214 -0.1310 0.0083 -0.0318 0.00
H 1.73620 3.01831 4.66746 -0.0020 0.0218 -0.0244 0.00
H 3.01118 1.93624 5.22359 0.0136 0.0367 0.0605 0.00
H 0.85716 0.82132 4.00684 -0.1731 -0.0406 -0.0177 0.00
H 3.41554 -0.24203 4.31029 0.0800 0.0133 0.1335 0.00
C -2.14193 2.33962 -4.66168 -0.2025 0.1450 -0.0437 0.00
C -1.09475 1.37010 -4.19044 -0.0153 0.1466 0.1536 0.00
O -0.66464 1.77660 -2.84462 -0.5607 0.0618 -0.4722 0.00
P 0.84885 1.63496 -2.45635 0.0693 0.3170 -0.2835 0.02
S 0.91556 2.31912 -0.57980 -0.1516 -0.3716 0.7225 -0.02
S 1.51104 -0.19173 -2.49921 -0.2641 -0.3125 0.4006 -0.02
O 1.64361 2.53370 -3.45939 0.2432 0.4215 -0.0612 0.00
C 1.42928 3.99189 -3.57965 0.0566 -0.2779 0.1434 0.00
C 2.52024 4.73840 -2.85285 0.0639 0.0397 0.0289 0.00
H -2.57877 1.98718 -5.60409 0.1078 0.0825 0.1900 0.00
H -1.71561 3.33282 -4.82836 -0.0709 -0.1126 0.0130 0.00
H -2.94120 2.42019 -3.91774 0.0744 -0.0217 -0.1290 0.00
H -0.23601 1.34730 -4.85655 0.1367 0.0304 -0.0465 0.00
H -1.48948 0.36593 -4.10361 -0.0544 -0.2181 0.0948 0.00
H 0.43353 4.23569 -3.20548 -0.0045 -0.0347 0.0318 0.00
H 1.45621 4.18702 -4.64480 -0.0112 -0.0300 -0.1421 0.00
H 2.48979 4.54564 -1.77799 -0.0060 0.0259 -0.0897 0.00
H 2.38752 5.81305 -3.01454 0.0184 -0.1449 0.0208 0.00
H 3.50249 4.45105 -3.23420 -0.1069 0.0331 0.0250 0.00
Cl -1.26817 -2.51568 1.76430 -0.2394 0.1739 -0.1785 0.00
C -2.11442 -1.36030 2.73849 0.1650 0.2796 -0.1787 0.00
C -2.76835 -1.88320 3.83650 -0.0863 -0.1023 0.1574 0.00
C -3.56436 -1.06228 4.61425 -0.1390 -0.1124 0.2280 0.00
C -3.71550 0.26896 4.27586 -0.0755 0.1853 0.0012 0.00
C -3.02021 0.79832 3.19968 -0.0229 -0.0303 -0.0060 0.00
C -2.17546 0.00845 2.41210 0.2669 -0.2750 0.1701 0.01
P -1.30578 0.79192 0.98221 -0.5903 -0.6454 -0.0905 0.06
C -1.43452 2.56464 1.32830 0.1880 0.0864 0.2662 0.01
C -0.99113 3.06462 2.55667 -0.0541 0.1142 -0.0408 0.00
C -1.07023 4.42553 2.83295 0.0479 -0.1673 0.0181 0.00
C -1.59359 5.29188 1.88171 0.0213 0.0867 -0.0323 0.00
C -2.02220 4.80043 0.65382 0.0032 0.0749 0.0242 0.00
C -1.92920 3.44694 0.37179 -0.0656 0.0532 -0.0593 0.00
C -2.46589 0.41277 -0.37109 0.0529 0.0542 -0.0940 -0.06
C -2.18084 -0.55742 -1.32879 -0.6455 0.3830 0.1397 -0.01
C -3.14058 -0.93883 -2.25447 -0.0650 -0.0374 -0.0523 0.00
C -4.38367 -0.32310 -2.25558 -0.1170 0.0345 -0.0642 0.00
C -4.66921 0.66618 -1.31976 -0.0462 0.0364 0.0370 0.00
C -3.72293 1.01843 -0.36697 -0.1954 -0.0521 0.0278 0.00
H -2.66125 -2.93797 4.07107 -0.0232 0.1594 -0.0845 0.00
H -4.08300 -1.47338 5.47530 0.0639 0.0556 -0.1290 0.00
H -4.37805 0.90613 4.84959 0.0786 -0.0211 -0.0329 0.00
H -3.15703 1.84229 2.96273 0.0278 0.0344 0.0248 0.00
H -0.60375 2.39277 3.31218 -0.0539 0.0209 -0.0178 0.00
H -0.73296 4.80639 3.79434 -0.0686 -0.0835 -0.1752 0.00
H -1.66104 6.35484 2.09387 -0.0152 -0.1480 -0.0179 0.00
H -2.43055 5.47589 -0.08993 0.0565 -0.0566 0.0627 0.00
H -2.23286 3.08033 -0.60011 0.0184 0.0380 0.0117 0.00
H -1.22333 -1.00787 -1.36662 0.8622 -0.3997 0.0419 0.01
H -2.92484 -1.72472 -2.97411 0.0121 0.1331 0.0776 0.00
H -5.13621 -0.61611 -2.98311 0.1159 0.0574 0.1203 0.00
H -5.63930 1.15648 -1.32229 0.1544 -0.1066 0.0227 0.00
H -3.97621 1.75816 0.38715 0.0091 -0.0980 -0.1064 0.00
O 0.97617 -1.96951 -0.32796 -0.0989 0.3917 0.3138 -0.01
S 1.97062 -3.14710 -0.68741 -0.5786 -0.1391 -0.2087 0.01
C 1.16924 -4.53404 0.03636 0.1300 0.0190 0.2367 0.00
C 2.03157 -5.47547 0.57674 0.1106 0.0017 0.0956 0.00
C 1.49113 -6.65639 1.06858 0.0452 -0.1193 0.0303 0.00
C 0.12089 -6.85736 1.03071 -0.1179 0.0342 0.0005 0.00
C -0.73134 -5.88047 0.50692 0.0139 -0.1290 0.0285 0.00
C -0.21163 -4.70799 -0.00546 0.0491 -0.0934 -0.1771 0.00
C 1.61688 -3.47084 -2.39310 0.0873 0.1768 -0.0684 0.00
C 2.65708 -4.06584 -3.09331 0.0500 0.0212 -0.0093 0.00
C 2.44923 -4.40712 -4.42373 -0.0201 -0.0481 -0.0413 0.00
C 1.22769 -4.13818 -5.02542 -0.0579 0.0176 -0.0515 0.00
C 0.19884 -3.53143 -4.30335 -0.0463 -0.0387 -0.0545 0.00
C 0.38364 -3.19311 -2.97363 0.0214 -0.1097 -0.0188 0.00
H 3.10579 -5.29507 0.61826 -0.2461 -0.0267 -0.0192 0.00
H 2.14621 -7.41469 1.48104 -0.0724 0.0604 -0.0123 0.00
H -0.29565 -7.78236 1.41556 0.0329 0.1109 -0.0410 0.00
H -1.80330 -6.04451 0.48519 0.1104 0.0000 0.0336 0.00
H -0.86670 -3.95202 -0.42920 0.1518 -0.1417 0.0104 0.00
H 3.61446 -4.26627 -2.61466 -0.1636 0.0730 -0.0830 0.00
H 3.24446 -4.88070 -4.98640 -0.0546 0.0497 0.0260 0.00
H 1.07371 -4.39893 -6.06980 0.0151 0.0455 0.2029 0.00
H -0.75576 -3.32825 -4.78189 0.1742 -0.0266 0.0554 0.00
H -0.40651 -2.71028 -2.40786 0.1331 -0.0861 -0.0688 0.00
```
Positions in Å, forces in eV/Å.



Record 2
ORCA calculation (ωB97M-V/def2-TZVPD) on a molecular structure, C21H34AsBN7O3Si2W at a distorted geometry.

- 2S+1: 3
- Total charge: +1
- HOMO (spin up / spin down): -9.99 / -10.07 eV
- Kohn-Sham gap (spin up / spin down): 5.932 / 5.951 eV
- ⟨S²⟩: 2.03
- ΔE to the lowest compared entry with this formula, charge and spin: 0.000 eV

The geometry in XYZ format:
```
70
Properties=species:S:1:pos:R:3:forces:R:3:nbo_charge:R:1
W -10.77688 -2.08873 9.11713 3.2143 -1.9488 5.1286 1.76
C -11.06292 2.15559 9.55173 0.0153 -0.1332 -1.6930 -0.31
C -10.71374 0.92202 10.06722 0.1237 -0.1529 -0.0620 0.03
N -10.93795 -0.03538 9.13163 0.0754 0.2298 0.5774 -0.41
N -11.42030 0.55827 8.00488 0.0185 0.0848 0.2060 -0.31
C -11.43630 1.87172 8.20569 0.0869 0.3850 1.1027 0.07
B -11.91246 -0.26810 6.78622 1.8007 -2.1171 -0.0742 0.55
N -12.80723 -1.55013 7.19571 -0.3719 -1.4185 0.5573 -0.32
C -13.72488 -2.16960 6.43370 0.1086 -0.1630 0.5178 0.07
C -13.96226 -3.47352 6.90521 -1.0831 -0.7729 -0.6951 -0.32
C -13.11463 -3.66962 7.99640 -0.8878 1.5627 -1.3311 0.04
N -12.44978 -2.50889 8.17203 -0.9746 0.0747 -1.1027 -0.44
N -10.56755 -1.04928 6.28720 -0.3750 -0.7496 -0.3455 -0.31
C -9.83698 -1.02921 5.16691 0.0562 0.8530 -0.7758 0.03
C -8.62625 -1.67311 5.38531 0.3169 0.0024 -0.3155 -0.33
C -8.68534 -2.09010 6.72158 -0.4093 -0.5765 -1.8935 0.02
N -9.92568 -1.87199 7.17263 0.0738 1.9356 0.6900 -0.43
H -11.02255 3.14964 9.97581 0.1702 -0.3147 0.0925 0.26
H -10.22521 0.66513 11.01592 -0.5895 0.0504 -0.4752 0.25
H -11.60140 2.52552 7.36850 -0.5121 0.1939 0.0935 0.25
H -12.32203 0.37665 5.88885 -0.4151 0.0968 0.0769 0.00
H -14.12165 -1.59985 5.61366 -0.3584 -0.1972 -0.1785 0.24
H -14.71845 -4.22116 6.52154 1.1907 1.1950 0.4109 0.27
H -12.96081 -4.53855 8.61776 0.0872 0.1850 0.1483 0.29
H -10.19681 -0.52434 4.26029 0.1915 -0.2259 0.6309 0.24
H -7.83590 -1.87233 4.63819 -0.6063 0.3529 0.8033 0.26
H -7.90107 -2.61606 7.22127 -0.1504 -0.3480 0.6377 0.25
C -10.54436 -6.44146 8.28227 -0.8577 -1.2839 -1.5411 -0.23
C -10.47279 -7.74981 8.79631 -0.1449 1.4344 -0.6294 -0.20
C -10.91486 -8.79813 8.02283 0.3151 -0.7482 -0.3979 -0.20
C -11.22533 -8.63740 6.68562 -0.9388 1.7821 0.1236 -0.19
C -11.46457 -7.35604 6.17195 0.5759 0.6669 1.2982 -0.21
C -11.11830 -6.25563 6.98468 0.8586 -0.9465 0.9139 -0.24
H -10.19103 -5.63136 8.88176 0.2070 0.5533 0.1463 0.21
H -9.98357 -7.91637 9.72975 -0.1652 -0.1354 0.7024 0.22
H -11.02145 -9.79862 8.41170 0.5587 -0.1636 0.2264 0.22
H -11.34391 -9.47186 6.06558 -0.5232 -1.1921 -0.6735 0.22
H -11.95267 -7.14152 5.22638 0.4434 -0.3823 -0.1466 0.22
H -11.12710 -5.27961 6.54078 -0.3108 0.5179 -0.0077 0.20
C -13.60790 -1.02040 13.39364 -2.1435 0.0806 0.1478 -1.12
Si -13.87625 -2.03201 11.79291 -0.7994 -1.5408 1.5174 1.38
C -14.73558 -0.93854 10.55287 0.4745 0.9206 0.3010 -1.13
C -15.07299 -3.54982 12.12017 0.7114 1.0115 2.4393 -1.09
As -11.91060 -3.21573 11.28445 -0.2765 0.8454 -0.7337 -0.59
Si -10.63039 -3.31064 13.35295 -1.3470 -0.9301 0.3740 1.44
C -9.89898 -1.63762 13.84726 0.5227 0.2866 1.3645 -1.15
C -11.79773 -4.16546 14.72870 0.9528 0.1570 -0.8407 -1.07
C -9.33727 -4.66581 13.21086 -0.2417 -0.6392 0.9306 -1.13
H -14.57092 -0.37774 13.50937 1.4817 -1.0839 0.0757 0.24
H -12.80545 -0.31817 13.29570 0.6185 0.4167 -0.1197 0.23
H -13.44513 -1.61656 14.32119 -0.2118 0.3416 -0.7191 0.25
H -15.78806 -0.75912 10.84386 0.5459 -0.0872 -0.0318 0.26
H -14.72543 -1.43767 9.60157 -0.0904 -0.0728 -0.6930 0.23
H -14.20021 0.04068 10.48182 -0.4897 -0.6226 -0.1278 0.23
H -15.98324 -3.18613 12.67645 0.7072 -0.4932 -0.5695 0.23
H -14.56521 -4.33789 12.75817 -0.4389 1.0708 -0.4178 0.23
H -15.35699 -4.10073 11.26876 -0.4922 -0.3311 -1.3797 0.23
H -10.51171 -1.06783 14.61830 0.5128 -0.6517 -1.1684 0.26
H -9.66425 -0.99422 12.98268 -0.2168 -0.2288 0.3499 0.23
H -8.91781 -1.83813 14.37726 -0.9102 0.1643 -0.5967 0.25
H -12.87962 -4.29873 14.53225 0.6496 0.3790 0.0809 0.24
H -11.60977 -3.59147 15.64627 -0.3629 -0.2656 -0.0179 0.23
H -11.34549 -5.18452 14.84476 -0.4667 0.8777 0.0468 0.24
H -8.72535 -4.59633 12.31939 0.2542 -0.1078 -0.0452 0.25
H -9.85657 -5.68734 13.27006 0.8288 1.4909 -0.2163 0.25
H -8.70198 -4.54158 14.14264 -0.4996 -0.3193 -1.0531 0.25
O -5.48811 -0.29273 12.56672 -0.6772 0.7804 -1.9960 -0.25
N -5.75669 0.04510 11.42855 1.2634 -1.2861 1.0984 0.50
O -5.31253 -0.29686 10.36984 -0.6078 0.4929 0.8951 -0.25
O -9.55274 -2.96270 9.94839 -0.0660 1.1582 -1.6410 -0.61
```
Positions in Å, forces in eV/Å.